Entry 1:
{
  "formula": "CH2FNO2S",
  "method": "ωB97M-V with the def2-TZVPD basis set",
  "homo_energy_ev": -10.3,
  "multiplicity": 1,
  "fmax_ha_per_bohr": 0.1111,
  "lumo_energy_ha": -0.002,
  "de_lowest_kcal_mol": 93.6,
  "total_charge": 0,
  "homo_lumo_gap_ha": 0.375,
  "e_tot_ha": -742.407901,
  "symbols": ["C", "N", "O", "O", "F", "S", "H", "H"],
  "positions_angstrom": [[-0.173, -0.510, 0.480], [-0.984, 0.092, -0.542], [1.778, 0.580, -1.082], [0.664, 0.176, 1.219], [-2.071, 0.898, -0.138], [1.633, -0.339, 0.005], [-0.493, -1.677, 1.117], [-0.354, 0.780, -1.059]],
  "forces_ev_per_a": [[-2.17, -5.26, -0.48], [1.49, 0.01, -1.03], [0.29, 1.20, -0.86], [1.63, 3.36, 3.26], [0.36, -0.18, 0.75], [-0.87, -1.99, 0.12], [0.37, 3.88, -2.52], [-1.11, -1.02, 0.76]],
  "nbo_charge": [0.073, -0.270, -0.905, -0.651, -0.247, 1.429, 0.196, 0.375]
}


Entry 2:
{
  "formula": "C17H21NO7",
  "method": "ωB97M-V with the def2-TZVPD basis set",
  "homo_energy_ev": -8.5,
  "multiplicity": 1,
  "fmax_ha_per_bohr": 0.3360,
  "lumo_energy_ha": 0.009,
  "de_lowest_kcal_mol": 469.8,
  "total_charge": 0,
  "homo_lumo_gap_ha": 0.323,
  "e_tot_ha": -1241.155524,
  "symbols": ["C", "C", "H", "H", "O", "C", "C", "C", "C", "C", "C", "O", "C", "C", "H", "H", "H", "H", "H", "H", "C", "O", "N", "H", "C", "C", "O", "O", "C", "C", "H", "H", "C", "H", "H", "O", "C", "O", "H", "H", "H", "H", "H", "H", "H", "H"],
  "positions_angstrom": [[-2.727, -5.909, 0.811], [-2.553, -4.530, 0.628], [-3.269, -4.040, 1.203], [-2.526, -4.161, -0.480], [-1.275, -4.143, 0.953], [-0.776, -2.739, 1.196], [0.437, -2.549, 1.805], [1.302, -1.588, 1.818], [0.677, -0.384, 1.426], [-0.748, -0.468, 0.940], [-1.193, -1.654, 0.924], [-2.432, -1.734, 0.196], [-3.240, -0.615, -0.585], [-4.382, -1.058, -1.024], [-4.126, -1.829, -1.971], [-4.923, -0.048, -1.536], [-5.276, -1.422, -0.459], [-3.446, 0.253, 0.382], [-2.379, -0.323, -1.061], [-1.170, 0.549, 0.790], [1.278, 0.964, 1.472], [0.649, 2.136, 1.907], [2.632, 0.963, 1.476], [2.960, 0.257, 1.095], [3.498, 2.038, 1.004], [3.026, 2.374, -0.386], [3.657, 2.172, -1.411], [1.951, 2.904, -0.508], [1.201, 2.987, -1.822], [0.008, 3.855, -2.014], [0.450, 4.645, -2.600], [-0.190, 4.122, -1.176], [-0.977, 2.953, -2.693], [-2.066, 3.254, -2.518], [-0.955, 3.112, -3.878], [-0.602, 1.552, -2.219], [0.596, 1.376, -2.023], [0.882, 0.575, -1.320], [2.036, 2.907, -2.615], [4.434, 2.211, 1.437], [2.619, 3.030, 1.749], [2.221, -1.303, 2.534], [1.023, -3.555, 2.080], [-2.723, -6.100, 1.705], [-1.734, -6.402, 0.179], [-3.742, -6.310, 0.295]],
  "forces_ev_per_a": [[0.82, -3.30, -12.29], [-0.22, 4.45, -4.61], [-1.36, 1.49, 0.74], [-1.56, -0.96, 1.59], [4.65, 3.45, 2.69], [4.77, -14.28, 3.62], [2.58, -10.57, 1.34], [2.48, 7.68, 2.07], [-3.88, 1.14, -1.62], [8.58, 8.02, 3.06], [-13.42, 7.53, -7.86], [-2.43, -0.81, -0.30], [7.75, 3.51, 11.28], [-8.67, -2.33, -8.22], [-1.24, 1.76, 2.33], [1.49, -2.61, 0.85], [1.56, 0.00, 0.25], [0.65, -2.08, -2.82], [0.88, 1.54, -2.56], [-0.20, -1.41, -0.32], [-2.29, 6.07, 4.48], [2.60, -6.33, -2.96], [-1.77, 6.64, 2.53], [3.47, -9.18, -4.06], [-7.19, 4.59, 2.88], [7.40, -2.24, -2.29], [1.93, -1.15, 0.07], [-10.11, 4.36, -0.24], [4.84, -5.04, -1.95], [4.53, -3.19, -8.52], [-0.90, 0.69, -0.39], [-3.37, 3.70, 10.10], [-1.16, -0.01, -2.53], [1.49, -1.22, 0.58], [0.52, -1.05, 2.42], [-9.30, 3.14, -4.63], [1.50, 10.75, -0.27], [5.55, -9.95, 5.65], [-1.26, 1.36, 1.22], [1.43, -0.48, -0.05], [2.70, -2.19, -2.02], [-1.73, -1.97, -1.93], [-1.84, 1.59, -0.14], [0.22, -2.79, 9.60], [-2.93, 0.69, 2.04], [2.45, 1.00, 1.18]],
  "nbo_charge": [-0.543, -0.065, 0.172, 0.169, -0.526, 0.352, -0.219, -0.239, -0.088, -0.189, 0.152, -0.616, -0.066, -0.645, 0.214, 0.239, 0.259, 0.147, 0.229, 0.266, 0.651, -0.665, -0.562, 0.357, -0.310, 0.763, -0.650, -0.470, -0.003, -0.481, 0.238, 0.218, -0.083, 0.228, 0.201, -0.475, 0.789, -0.532, 0.252, 0.250, 0.240, 0.244, 0.218, 0.173, 0.190, 0.214]
}


What did the first record say?
{
  "formula": "CH2FNO2S",
  "method": "ωB97M-V with the def2-TZVPD basis set",
  "homo_energy_ev": -10.3,
  "multiplicity": 1,
  "fmax_ha_per_bohr": 0.1111,
  "lumo_energy_ha": -0.002,
  "de_lowest_kcal_mol": 93.6,
  "total_charge": 0,
  "homo_lumo_gap_ha": 0.375,
  "e_tot_ha": -742.407901,
  "symbols": ["C", "N", "O", "O", "F", "S", "H", "H"],
  "positions_angstrom": [[-0.173, -0.510, 0.480], [-0.984, 0.092, -0.542], [1.778, 0.580, -1.082], [0.664, 0.176, 1.219], [-2.071, 0.898, -0.138], [1.633, -0.339, 0.005], [-0.493, -1.677, 1.117], [-0.354, 0.780, -1.059]],
  "forces_ev_per_a": [[-2.17, -5.26, -0.48], [1.49, 0.01, -1.03], [0.29, 1.20, -0.86], [1.63, 3.36, 3.26], [0.36, -0.18, 0.75], [-0.87, -1.99, 0.12], [0.37, 3.88, -2.52], [-1.11, -1.02, 0.76]],
  "nbo_charge": [0.073, -0.270, -0.905, -0.651, -0.247, 1.429, 0.196, 0.375]
}